# 1
A single C5H7N3 molecule in a non-equilibrium geometry, computed with ωB97M-V with the def2-TZVPD basis set.

Geometry (Å):
C  -1.804  0.323  0.898
C  -0.893  -0.852  -1.003
C  1.268  -0.652  -0.005
C  1.354  0.944  -0.353
C  1.317  2.154  -0.480
H  -1.442  1.335  1.028
H  -1.102  -0.184  1.626
H  -2.836  0.315  1.476
H  -1.013  -1.147  -2.112
H  0.360  -2.302  -0.812
H  3.029  -0.497  0.800
H  1.012  3.236  -0.732
N  -1.767  -0.024  -0.508
N  0.199  -1.429  -0.308
N  2.318  -1.220  0.487

Calculated values
HOMO energy, eV: -9.5891
Frontier orbital gap, eV: 10.4
DFT total energy, eV: -9764.46303
Multiplicity: 1
Molar mass, Da: 109.13
Energy relative to the best compared isomer or geometry (same formula, charge and spin), kcal/mol: 113.56

***

# 2
F4FeH10O9P2 as an isolated structure in a non-equilibrium geometry, computed with ωB97M-V with the def2-TZVPD basis set.

Geometry (Å):
Fe  0.347  0.460  0.583
O  1.177  -0.530  -0.672
P  2.774  -0.532  -1.003
O  2.128  0.551  -0.075
F  2.281  -0.433  -2.491
F  2.394  -2.076  -0.661
O  -1.357  -0.013  0.011
P  -2.722  0.099  0.883
O  -1.330  0.487  1.365
F  -2.767  -1.343  0.285
F  -3.183  0.895  -0.430
O  -0.513  -2.313  -1.119
H  -1.149  -1.690  -0.763
H  0.270  -1.752  -1.055
O  0.076  2.319  -0.446
H  -0.618  2.843  -0.833
H  0.957  2.620  -0.689
O  -1.565  0.002  -2.569
H  -1.672  0.216  -1.599
H  -1.034  -0.784  -2.672
O  0.664  -1.198  2.018
H  0.747  -1.136  2.996
H  0.709  -2.132  1.756
O  0.996  1.688  2.075
H  0.532  1.631  2.901
H  1.860  2.121  2.201

Calculated values
Total charge: +1
HOMO energy (alpha / beta), eV: -13.0759 / -12.9199
Expectation value of S²: 8.86
Frontier orbital gap (alpha / beta), eV: 6.9 / 5.8
DFT total energy, eV: -82408.65706
Multiplicity: 6
Molar mass, Da: 347.86
Energy relative to the best compared isomer or geometry (same formula, charge and spin), kcal/mol: 13.82

***

# 3
C31H40IrN4O as an isolated structure in a non-equilibrium geometry, computed with ωB97M-V with the def2-TZVPD basis set.

Geometry (Å):
Ir  0.351  -0.907  -0.499
N  0.329  -2.500  3.801
N  -1.104  -2.768  -2.326
C  0.548  1.753  -0.727
C  1.550  0.704  -0.530
C  1.348  0.244  0.855
C  2.486  -0.094  1.729
H  3.402  -0.241  1.174
H  2.251  -1.331  2.479
H  2.573  0.665  2.504
C  0.189  0.931  1.393
C  -0.105  0.948  2.853
H  0.687  1.514  3.382
H  -0.146  -0.058  3.306
H  -1.056  1.459  3.057
C  -0.268  1.827  0.415
C  -1.411  2.762  0.588
H  -2.151  2.345  1.281
H  -1.900  2.938  -0.378
H  -1.082  3.732  0.986
C  2.874  0.587  -1.204
H  3.573  1.344  -0.831
H  2.769  0.706  -2.286
H  3.276  -0.410  -1.001
C  0.526  2.623  -1.915
H  -0.509  2.878  -2.172
H  0.944  2.077  -2.770
H  1.100  3.554  -1.785
C  -0.612  -3.240  4.387
H  -0.627  -3.220  5.478
C  -1.532  -4.038  3.686
H  -2.241  -4.656  4.247
C  -1.518  -3.979  2.292
H  -2.268  -4.504  1.692
C  -0.507  -3.265  1.662
H  -0.457  -3.150  0.570
C  0.469  -2.595  2.455
C  1.560  -1.955  1.829
H  2.013  -2.514  1.003
C  -0.376  -1.664  -2.124
C  -0.971  -3.122  -3.654
H  -1.365  -4.039  -4.059
C  -0.208  -2.190  -4.315
H  0.092  -2.115  -5.350
N  0.023  -1.154  -3.420
C  -0.133  0.168  -3.909
C  0.830  0.571  -4.860
C  0.521  1.646  -5.693
H  1.243  1.978  -6.438
C  -0.701  2.321  -5.617
C  -1.040  3.446  -6.543
H  -1.626  4.217  -6.029
H  -1.637  3.102  -7.398
H  -0.130  3.900  -6.938
C  -1.632  1.907  -4.669
H  -2.585  2.436  -4.582
C  -1.390  0.823  -3.822
C  -2.480  0.321  -2.925
H  -2.880  -0.660  -3.235
H  -3.318  1.032  -2.922
H  -2.133  0.235  -1.884
C  2.121  -0.168  -5.006
H  2.029  -1.095  -5.587
H  2.547  -0.421  -4.029
H  2.839  0.468  -5.536
C  -4.963  -0.158  0.942
N  -3.935  -0.690  1.830
C  -4.341  -1.225  3.122
C  -2.655  -0.777  1.449
O  -2.228  -0.482  0.307
H  -5.700  -0.938  0.710
H  -4.494  0.200  0.021
H  -5.488  0.667  1.441
H  -4.086  -2.294  3.203
H  -3.824  -0.695  3.938
H  -5.422  -1.094  3.231
H  -1.965  -1.136  2.243

Calculated values
Total charge: -1
HOMO energy (alpha / beta), eV: -2.3897 / -3.4429
Expectation value of S²: 6.05
Frontier orbital gap (alpha / beta), eV: 5.1 / 6.1
DFT total energy, eV: -43635.56437
Multiplicity: 5
Molar mass, Da: 676.91

***

# 4
C33H44IN7O4STi as an isolated structure in a non-equilibrium geometry, computed with ωB97M-V with the def2-TZVPD basis set.

Geometry (Å):
Ti  0.821  -0.184  -0.682
C  -2.639  -2.745  1.111
C  -2.365  -1.270  0.918
N  -0.942  -0.852  0.925
C  -0.319  -1.017  2.259
C  1.088  -1.549  2.153
N  1.892  -0.752  1.197
C  3.345  -1.108  1.291
C  3.666  -2.569  1.074
C  3.282  -3.084  -0.285
N  1.840  -3.128  -0.464
C  1.304  -4.419  -0.026
C  -0.141  -4.413  0.433
N  -1.011  -3.727  -0.494
C  -2.399  -3.674  -0.063
H  -3.704  -2.816  1.358
H  -2.130  -3.117  2.006
H  -2.862  -0.738  1.740
H  -2.807  -0.923  -0.015
H  -0.991  0.148  0.751
H  -0.903  -1.735  2.834
H  -0.353  -0.075  2.818
H  1.076  -2.570  1.783
H  1.576  -1.536  3.133
H  1.843  0.198  1.578
H  3.692  -0.809  2.284
H  3.888  -0.506  0.564
H  3.232  -3.185  1.867
H  4.750  -2.667  1.185
H  3.753  -4.064  -0.444
H  3.697  -2.422  -1.044
H  1.592  -2.963  -1.431
H  1.909  -4.761  0.819
H  1.442  -5.172  -0.813
H  -0.210  -3.917  1.404
H  -0.443  -5.458  0.614
H  -0.956  -4.151  -1.414
H  -2.798  -4.663  0.214
H  -2.990  -3.328  -0.913
C  -4.134  2.655  5.356
C  -3.014  2.627  4.352
C  -1.746  3.092  4.690
C  -0.709  3.089  3.776
C  -0.936  2.609  2.488
C  -2.192  2.140  2.126
C  -3.218  2.153  3.060
S  0.450  2.618  1.411
O  0.803  3.985  1.145
O  1.466  1.808  2.066
N  0.027  1.831  0.074
C  -0.678  2.619  -0.900
C  -1.440  3.721  -0.635
C  -2.071  4.458  -1.663
C  -1.931  4.097  -2.968
C  -1.151  2.957  -3.282
C  -0.935  2.544  -4.617
C  -0.170  1.449  -4.875
C  0.352  0.735  -3.781
N  0.186  1.089  -2.529
C  -0.547  2.217  -2.253
H  -3.765  2.906  6.348
H  -4.636  1.689  5.415
H  -4.886  3.397  5.083
H  -1.567  3.465  5.691
H  0.269  3.449  4.063
H  -2.379  1.775  1.125
H  -4.199  1.792  2.774
H  -1.555  4.085  0.377
H  -2.656  5.326  -1.395
H  -2.391  4.660  -3.769
H  -1.390  3.111  -5.420
H  0.020  1.096  -5.878
H  0.881  -0.193  -3.952
I  3.467  -1.496  -3.610
C  3.480  0.311  -2.576
C  4.349  1.262  -3.113
C  4.530  2.461  -2.450
C  3.885  2.658  -1.243
C  3.037  1.669  -0.793
N  2.783  0.528  -1.462
H  4.878  1.038  -4.026
H  5.192  3.215  -2.857
H  4.013  3.547  -0.642
H  2.560  1.791  0.168
C  -2.220  -1.787  -3.345
O  -1.663  -1.215  -2.152
C  -0.341  -1.411  -1.971
O  0.284  -2.122  -2.734
H  -3.146  -1.249  -3.530
H  -2.430  -2.847  -3.199
H  -1.538  -1.682  -4.188

Calculated values
Total charge: +1
HOMO energy (alpha / beta), eV: -10.4099 / -10.6976
Expectation value of S²: 0.76
Frontier orbital gap (alpha / beta), eV: 7.6 / 7.9
DFT total energy, eV: -95603.39259
Multiplicity: 2
Molar mass, Da: 809.60
Energy relative to the best compared isomer or geometry (same formula, charge and spin), kcal/mol: 34.61

***

# 5
A single C10H10BrF2NO molecule in a non-equilibrium geometry, computed with ωB97M-V with the def2-TZVPD basis set.

Geometry (Å):
C  -1.717  -2.551  0.846
C  -0.986  -3.462  0.135
C  -1.191  -1.289  1.052
C  0.212  -3.172  -0.416
C  -0.003  -0.892  0.429
C  0.750  -1.816  -0.303
C  1.666  0.956  0.100
C  2.073  2.103  -0.641
C  -0.710  1.384  0.049
C  2.769  0.202  0.726
N  0.382  0.462  0.286
O  1.786  -1.440  -1.012
F  2.447  -0.745  1.590
F  3.465  1.125  1.588
Br  4.186  -0.413  -0.449
H  -2.491  -2.998  1.311
H  -1.193  -4.570  0.118
H  -1.702  -0.521  1.612
H  0.857  -3.878  -0.978
H  2.744  2.849  -0.027
H  1.360  2.716  -1.205
H  2.794  1.827  -1.443
H  -0.693  1.549  -1.097
H  -1.641  0.935  0.256
H  -0.531  2.212  0.658

Calculated values
HOMO energy (alpha / beta), eV: -7.4825 / -7.4869
Frontier orbital gap (alpha / beta), eV: 6.3 / 6.3
DFT total energy, eV: -89543.84488
Multiplicity: 1
Molar mass, Da: 278.10
Energy relative to the best compared isomer or geometry (same formula, charge and spin), kcal/mol: 6.15

***

# 6
A 2-piece molecular cluster, C2H10N3O overall in a non-equilibrium geometry, computed with ωB97M-V with the def2-TZVPD basis set.

Geometry (Å):
C  0.972  -0.340  -2.342
N  1.731  -1.427  -2.022
N  0.154  0.273  -1.445
N  0.981  0.013  -3.677
C  0.000  0.000  0.000
H  1.660  -1.775  -1.063
H  1.994  -2.064  -2.779
H  -0.458  1.000  -1.824
H  0.170  0.575  -3.948
H  1.679  -0.250  -4.377
H  -0.386  -1.010  0.220
H  -0.708  0.743  0.404
H  0.970  0.125  0.510
O  3.425  1.514  -1.481
H  3.456  2.089  -2.279
H  3.332  2.140  -0.728

Calculated values
Total charge: +1
HOMO energy, eV: -14.8046
Frontier orbital gap, eV: 11.7
DFT total energy, eV: -8748.37580
Multiplicity: 1
Molar mass, Da: 92.12
Energy relative to the best compared isomer or geometry (same formula, charge and spin), kcal/mol: 17.66